{"formula": "C11H70NO23", "method": "ωB97M-V with the def2-TZVPD basis set", "de_lowest_ev": 2.719, "fmax_ev_per_a": 12.9, "charge": 1, "homo_lumo_gap_ev": 10.1, "symbols": ["C", "C", "C", "C", "N", "C", "C", "C", "C", "C", "C", "C", "H", "H", "H", "H", "H", "H", "H", "H", "H", "H", "H", "H", "H", "H", "H", "H", "H", "H", "H", "H", "H", "H", "H", "H", "O", "H", "H", "O", "H", "H", "O", "H", "H", "O", "H", "H", "O", "H", "H", "O", "H", "H", "O", "H", "H", "O", "H", "H", "O", "H", "H", "O", "H", "H", "O", "H", "H", "O", "H", "H", "O", "H", "H", "O", "H", "H", "O", "H", "H", "O", "H", "H", "O", "H", "H", "O", "H", "H", "O", "H", "H", "O", "H", "H", "O", "H", "H", "O", "H", "H", "O", "H", "H"], "positions_angstrom": [[2.693, 3.464, -1.826], [1.748, 3.630, -0.555], [0.577, 2.602, -0.397], [1.211, 1.127, -0.495], [0.117, -0.009, -0.341], [0.782, -1.418, -0.385], [0.238, -2.152, -1.600], [-0.964, -1.438, -1.950], [-0.897, -0.045, -1.377], [-0.534, 0.163, 1.001], [-1.726, -0.862, 1.284], [-2.617, -0.540, 2.610], [2.942, 2.413, -2.253], [3.747, 3.928, -1.557], [2.264, 3.993, -2.732], [1.477, 4.723, -0.831], [2.506, 3.761, 0.326], [-0.234, 2.598, -1.091], [0.280, 2.700, 0.727], [2.117, 1.142, 0.236], [1.576, 0.729, -1.543], [0.869, -1.997, 0.580], [1.794, -1.119, -0.677], [-0.110, -3.296, -1.206], [0.998, -2.204, -2.313], [-1.910, -1.987, -1.678], [-1.282, -1.296, -3.049], [-1.878, 0.489, -1.085], [-0.557, 0.339, -2.404], [-1.101, 1.058, 0.862], [0.078, 0.278, 1.913], [-1.345, -1.885, 1.167], [-2.618, -0.995, 0.399], [-2.092, -0.492, 3.498], [-3.461, -1.366, 2.649], [-3.360, 0.324, 2.538], [2.885, -4.291, -2.195], [2.816, -4.954, -1.626], [3.885, -4.341, -2.366], [-5.460, -1.550, 1.357], [-4.909, -2.439, 1.385], [-5.819, -1.376, 2.178], [-1.104, -2.322, 5.635], [-0.149, -2.556, 6.024], [-1.603, -3.050, 5.605], [2.468, 0.305, 3.362], [2.034, 1.047, 3.017], [2.523, 0.261, 4.266], [-3.444, -4.079, -1.400], [-4.503, -3.985, -1.720], [-3.461, -3.628, -0.440], [2.896, -1.540, -4.017], [2.698, -0.651, -4.298], [2.071, -2.129, -4.156], [0.491, 5.175, 2.084], [1.138, 5.784, 1.784], [-0.047, 5.724, 1.481], [3.055, -4.141, 0.673], [2.085, -4.093, 0.734], [3.101, -4.077, -0.284], [0.939, -2.543, 3.390], [0.071, -2.465, 3.834], [1.148, -1.579, 3.316], [-4.133, -3.972, 1.369], [-3.404, -3.921, 1.904], [-4.226, -4.785, 1.363], [-3.415, 0.948, 5.406], [-2.650, 1.127, 4.925], [-3.046, 0.681, 6.383], [-3.498, 2.440, -0.996], [-3.156, 2.784, -0.091], [-3.082, 2.919, -1.678], [3.293, 1.086, -4.825], [3.673, 2.033, -4.865], [2.407, 1.346, -4.803], [1.347, -4.564, -4.266], [2.059, -4.585, -3.705], [0.661, -4.514, -3.615], [1.469, 2.900, 2.758], [1.007, 3.667, 2.324], [1.977, 3.250, 3.368], [3.247, 6.425, -3.664], [3.261, 6.227, -2.701], [3.515, 5.518, -4.168], [4.406, -0.681, -1.609], [4.584, -1.098, -0.694], [3.809, -1.400, -2.143], [-0.906, 6.681, 0.390], [-1.771, 6.654, 0.717], [-0.844, 6.442, -0.612], [0.573, 1.277, -4.722], [0.086, 0.909, -5.486], [0.039, 2.001, -4.605], [-0.097, -4.398, 1.051], [-0.411, -5.151, 0.516], [-0.610, -4.512, 1.927], [3.011, 6.314, 1.738], [3.850, 6.110, 1.898], [2.698, 7.272, 2.275], [-1.761, -4.483, -3.513], [-1.691, -5.328, -3.702], [-2.322, -4.281, -2.750], [-5.825, -1.149, 4.264], [-5.061, -0.696, 4.749], [-6.195, -0.358, 3.825]], "forces_ev_per_a": [[1.584, -0.752, -0.866], [1.915, 1.847, -1.622], [2.441, -1.448, 2.625], [0.630, -0.141, -1.707], [1.615, -0.672, 3.510], [2.327, 0.608, -0.187], [-0.777, -4.164, 3.316], [-5.632, -0.289, -2.132], [-1.401, 1.856, -3.228], [-3.415, -0.604, 0.309], [-2.514, -0.160, -1.430], [-2.766, -1.567, -3.415], [-0.468, 1.433, 1.221], [-2.155, -0.764, -0.727], [0.465, -0.338, 1.086], [-0.580, -1.712, 1.300], [-2.052, -0.809, -1.121], [-0.635, 0.814, -0.419], [-0.105, -0.143, -2.311], [-1.900, -0.988, -0.941], [-0.204, 1.744, 1.850], [-0.719, 1.103, -0.795], [0.201, -0.438, 0.518], [1.322, 3.004, -1.417], [0.909, -0.324, -1.254], [0.992, 0.367, 0.578], [1.290, -0.536, 1.220], [1.665, -1.005, -0.409], [0.317, 1.277, 2.203], [-0.016, 1.039, 0.301], [0.439, -0.346, -1.004], [0.131, 0.030, 1.109], [2.541, 1.255, 2.034], [1.213, -0.067, 1.811], [2.060, 1.269, 0.226], [1.562, -0.567, -0.377], [3.603, 4.200, -3.504], [-1.108, -5.036, 3.756], [-1.943, 0.550, -0.088], [2.822, -2.626, -3.491], [-2.245, 2.709, 0.349], [-0.904, -0.029, 2.910], [6.245, 4.163, 1.082], [-3.461, 0.455, -1.244], [-2.765, -4.637, 0.139], [0.852, -2.658, -3.120], [-1.020, 2.218, -0.118], [-0.002, 0.416, 3.232], [-4.434, 1.869, 1.719], [4.427, -0.331, 1.360], [-0.166, -1.547, -3.075], [-1.875, -2.451, 0.470], [0.019, 0.528, -0.295], [1.996, 1.421, 0.012], [-1.369, 0.631, -0.389], [3.427, 0.204, 0.565], [-2.214, -0.977, -0.102], [-0.944, 0.022, -0.350], [0.153, -0.114, 0.898], [0.720, 0.467, -0.025], [-0.810, 1.449, 0.194], [0.360, -0.348, -0.082], [0.476, -0.909, -0.118], [-0.176, 11.231, -1.386], [3.091, 1.194, 2.350], [-2.550, -12.634, -0.795], [-0.857, -1.623, 5.013], [2.113, 0.497, -1.268], [-1.391, 1.028, -3.721], [0.032, -0.479, 3.677], [-0.833, -0.677, -2.599], [0.863, 1.149, -1.049], [3.015, 2.580, -0.148], [-0.088, -2.510, 0.079], [-2.793, 0.140, -0.031], [-2.409, 0.215, -2.497], [3.185, -0.150, 1.715], [-1.397, 0.106, 0.168], [-4.152, -2.829, -5.049], [0.383, -0.363, 0.504], [3.988, 2.780, 4.810], [0.778, -3.169, -1.089], [0.155, -0.101, -1.071], [-0.907, 3.322, 2.155], [-1.806, -3.281, 0.530], [-0.454, 0.823, -2.228], [2.117, 2.532, 1.588], [2.709, -0.369, -3.273], [-2.246, -0.070, 0.173], [-0.692, 0.712, 2.899], [0.587, -2.764, -1.259], [0.778, -0.495, 0.206], [-1.701, 3.272, 1.093], [-1.694, -0.718, 1.655], [0.208, 0.349, 0.222], [1.594, 0.353, -2.002], [-7.567, 5.486, 0.852], [5.607, -0.806, 1.444], [2.128, -4.432, -2.320], [0.166, 7.066, 1.125], [0.136, -6.488, -1.127], [-0.062, -0.613, -0.072], [1.401, 1.825, 0.561], [-1.214, -1.026, -0.726], [-0.164, -0.509, 0.345]]}

{"formula": "C11H74NO25", "method": "ωB97M-V with the def2-TZVPD basis set", "de_lowest_ev": 0.303, "fmax_ev_per_a": 10.2, "charge": 1, "homo_lumo_gap_ev": 10.2, "symbols": ["C", "C", "C", "C", "N", "C", "C", "C", "C", "C", "C", "C", "H", "H", "H", "H", "H", "H", "H", "H", "H", "H", "H", "H", "H", "H", "H", "H", "H", "H", "H", "H", "H", "H", "H", "H", "O", "H", "H", "O", "H", "H", "O", "H", "H", "O", "H", "H", "O", "H", "H", "O", "H", "H", "O", "H", "H", "O", "H", "H", "O", "H", "H", "O", "H", "H", "O", "H", "H", "O", "H", "H", "O", "H", "H", "O", "H", "H", "O", "H", "H", "O", "H", "H", "O", "H", "H", "O", "H", "H", "O", "H", "H", "O", "H", "H", "O", "H", "H", "O", "H", "H", "O", "H", "H", "O", "H", "H", "O", "H", "H"], "positions_angstrom": [[2.782, -2.839, -1.719], [2.172, -1.427, -1.870], [1.199, -1.139, -0.782], [0.773, 0.364, -0.621], [-0.100, 0.600, 0.583], [-0.380, 2.095, 0.856], [-0.733, 2.230, 2.284], [-0.270, 0.911, 2.949], [0.531, 0.189, 1.846], [-1.437, -0.018, 0.430], [-2.023, 0.080, -0.999], [-3.497, -0.451, -0.910], [2.170, -3.704, -1.808], [3.345, -2.801, -0.950], [3.496, -2.803, -2.481], [1.858, -1.336, -3.028], [2.923, -0.720, -1.769], [1.607, -1.559, 0.094], [0.305, -1.720, -0.903], [0.244, 0.773, -1.612], [1.670, 0.971, -0.605], [-1.095, 2.482, -0.089], [0.590, 2.631, 0.894], [-1.873, 2.198, 2.476], [-0.111, 2.896, 2.919], [-1.035, 0.281, 3.385], [0.386, 1.245, 3.694], [0.685, -0.860, 2.190], [1.509, 0.722, 1.817], [-2.123, 0.652, 1.036], [-1.469, -1.052, 0.802], [-1.624, -0.491, -1.721], [-2.151, 1.077, -1.532], [-3.537, -1.445, -0.614], [-3.921, -0.454, -1.870], [-4.146, 0.251, -0.317], [-4.932, 3.014, 0.149], [-5.267, 2.234, 0.726], [-5.457, 3.046, -0.682], [-3.265, -3.667, 1.548], [-3.996, -3.017, 1.759], [-2.464, -3.604, 2.115], [-3.360, 3.687, -1.949], [-3.889, 3.299, -1.328], [-3.683, 4.523, -2.234], [-6.980, 0.151, -1.496], [-7.510, 0.613, -2.111], [-6.658, -0.659, -1.892], [-3.209, 4.686, 2.031], [-3.870, 4.446, 2.677], [-3.522, 4.187, 1.293], [-5.906, -3.533, -0.441], [-5.146, -4.061, -0.679], [-5.669, -3.097, 0.386], [-0.165, -3.654, 2.240], [-0.338, -4.358, 1.604], [0.746, -3.565, 2.591], [2.779, -0.917, 4.736], [2.381, -0.077, 5.086], [3.681, -0.980, 4.874], [3.100, -6.462, -2.367], [2.440, -7.120, -2.117], [3.259, -5.889, -1.775], [2.279, 1.030, -5.486], [1.766, 0.228, -5.446], [3.031, 0.926, -6.020], [3.591, 2.263, 3.703], [3.259, 2.842, 2.985], [3.117, 2.671, 4.440], [-3.118, -0.771, 4.265], [-3.020, -1.658, 4.685], [-2.420, -0.215, 4.679], [0.151, 5.142, 4.888], [0.265, 5.059, 3.923], [-0.654, 5.837, 4.868], [4.300, -0.585, 2.042], [3.985, -0.729, 2.985], [4.090, 0.402, 1.850], [-6.158, -2.097, -2.744], [-6.056, -2.543, -1.822], [-5.300, -2.280, -3.246], [-2.516, 2.445, -4.636], [-3.083, 2.481, -3.768], [-2.421, 3.398, -5.013], [2.252, -1.871, -5.462], [3.140, -2.179, -5.272], [1.736, -2.503, -5.228], [1.114, 5.324, 2.080], [1.774, 5.208, 1.533], [0.416, 5.516, 1.563], [2.624, -4.047, 1.966], [3.033, -4.071, 2.732], [3.215, -3.957, 1.092], [1.189, 1.298, 6.039], [1.838, 1.925, 6.047], [0.581, 1.998, 6.322], [3.375, 2.157, 0.750], [4.066, 1.626, 0.370], [3.129, 2.997, 0.431], [4.435, 0.450, -3.761], [4.381, 0.671, -2.880], [3.646, 0.610, -4.049], [4.836, -2.050, -4.859], [4.850, -1.184, -4.506], [5.434, -2.657, -4.424], [4.842, 1.112, -1.198], [5.360, 0.361, -0.996], [5.466, 1.767, -1.503], [-0.722, -2.761, -3.669], [-0.051, -3.289, -4.132], [-0.869, -3.353, -2.915]], "forces_ev_per_a": [[-2.966, 2.046, -4.573], [-1.697, -1.521, -3.090], [-2.060, 1.304, -0.524], [-0.160, -0.250, -2.606], [0.087, 0.232, -0.519], [0.459, 1.497, -3.239], [-3.146, -1.587, 2.497], [0.121, -0.576, -1.501], [1.578, 0.818, 2.421], [-1.969, 1.177, -0.866], [-3.477, 1.895, 1.741], [0.595, 2.819, 0.666], [-0.781, -0.448, 0.009], [3.555, -0.357, 6.107], [1.090, -0.775, -1.700], [-0.028, 0.109, 2.788], [1.920, 1.188, 0.093], [0.739, 0.070, 1.516], [-0.760, -0.400, -0.346], [0.743, -1.121, 2.333], [0.108, 0.238, 0.827], [1.895, -0.860, 2.942], [-0.245, -0.514, -1.337], [1.858, 1.189, -0.198], [-1.265, 0.841, -1.318], [-0.207, 0.052, -0.223], [0.996, -0.433, 1.343], [-0.337, 0.427, -1.476], [-0.299, -0.796, -0.007], [0.686, -1.293, -0.303], [0.227, 0.357, -0.111], [2.239, -2.320, -2.198], [0.679, -0.619, 1.359], [-0.104, -1.794, 1.175], [-0.568, 0.206, -1.525], [0.580, -0.990, -0.235], [-0.927, -1.709, 0.931], [0.505, 1.905, -1.894], [-0.181, -0.466, 1.210], [-0.758, 0.568, -0.125], [2.053, -0.987, 0.368], [-1.073, 0.592, -0.135], [3.162, 0.277, -2.762], [-2.025, -1.173, 2.678], [-0.598, 0.909, -0.073], [0.719, 0.484, 1.965], [-0.791, 0.357, -1.081], [0.073, -0.365, -0.876], [0.450, 0.277, 0.615], [-0.195, 0.208, 0.633], [-0.266, -0.436, -1.308], [-0.193, 0.334, 0.194], [0.355, -0.374, 0.095], [-0.130, -0.112, -0.125], [-0.829, 0.977, 0.552], [1.113, -0.006, 0.341], [-0.615, -0.919, -1.128], [-3.557, 0.714, -0.608], [0.981, -1.188, -0.326], [2.612, 0.323, 1.048], [-1.824, -6.712, -7.408], [0.327, 0.481, 0.301], [1.488, 6.232, 7.111], [-1.385, 1.387, 1.725], [0.170, -0.758, -0.422], [1.266, -0.650, -1.361], [-0.924, 0.929, -0.293], [0.605, -0.768, 0.063], [0.349, -0.205, 0.222], [0.809, -0.391, 0.676], [-0.061, 1.050, -0.385], [-0.817, -0.709, -0.232], [-3.076, 2.339, -0.783], [0.429, -0.064, 0.382], [2.747, -2.375, 0.487], [-0.873, 2.045, 0.650], [0.212, 0.551, -1.795], [0.392, -2.534, 1.081], [1.989, -1.164, 0.599], [-0.133, 0.503, -1.927], [-1.856, 0.396, 1.146], [-1.100, 1.988, 1.154], [1.673, 0.586, -2.510], [-0.501, -2.533, 1.388], [4.303, 6.351, -2.301], [0.888, 0.011, 0.031], [-5.445, -6.346, 2.164], [-1.615, -0.396, 6.658], [5.608, -0.790, -4.139], [-4.090, 1.189, -2.637], [-2.340, 0.424, -9.006], [4.107, -0.138, 5.353], [-1.604, -0.233, 3.803], [-2.808, -0.921, 0.223], [4.320, 1.957, -0.237], [-1.480, -0.868, 0.123], [-1.481, -1.268, 2.756], [0.572, 0.742, -1.501], [0.581, 1.005, -1.325], [7.450, -2.235, -0.225], [0.221, 0.659, 3.298], [-7.810, 1.585, -3.543], [-0.361, -2.083, -1.264], [0.422, 1.679, 1.184], [0.206, 0.288, 0.189], [-0.873, 0.818, 0.110], [1.003, -1.498, 0.394], [0.422, 0.497, -0.186], [0.516, -0.844, 0.307], [-0.285, 0.439, -0.210], [-0.304, 0.352, 0.001]]}

{"formula": "C11H7F5INO3", "method": "ωB97M-V with the def2-TZVPD basis set", "fmax_ev_per_a": 8.9, "smiles": "CC(=O)N(C)C1=C(C(F)(F)C(F)(F)F)C(=O)C(I)=CC1=O", "homo_lumo_gap_ev": 7.4, "symbols": ["C", "C", "O", "N", "C", "C", "C", "C", "F", "F", "C", "F", "F", "F", "C", "O", "C", "I", "C", "C", "O", "H", "H", "H", "H", "H", "H", "H"], "positions_angstrom": [[0.119, 2.978, -1.965], [0.280, 1.318, -2.080], [1.103, 0.905, -3.081], [-0.450, 0.328, -1.199], [-1.236, -0.697, -1.986], [0.453, -0.341, -0.186], [0.059, -0.210, 1.274], [-1.286, 0.618, 1.775], [-1.296, 0.861, 3.264], [-1.446, 1.950, 1.147], [-2.575, -0.405, 1.500], [-3.468, -0.375, 2.717], [-2.110, -1.814, 1.216], [-3.402, 0.140, 0.384], [1.070, -1.012, 2.337], [0.681, -1.358, 3.596], [2.608, -1.500, 1.933], [4.154, -1.986, 3.431], [2.978, -1.628, 0.498], [1.802, -1.236, -0.606], [1.998, -1.729, -1.854], [-0.370, 3.382, -2.976], [1.187, 3.508, -1.923], [-0.559, 3.309, -1.067], [-0.818, -0.936, -3.053], [-1.173, -1.714, -1.363], [-2.363, -0.361, -1.964], [4.057, -1.994, 0.232]], "forces_ev_per_a": [[-0.237, -0.164, -0.151], [4.610, -0.503, -5.439], [-5.429, 2.299, 6.431], [2.217, -0.439, 0.029], [-0.817, -1.752, 0.272], [-1.023, 0.826, 3.785], [2.823, -0.605, -3.357], [0.430, 0.449, 1.416], [0.372, -0.710, -4.939], [0.402, -4.412, 1.914], [-2.607, 0.234, 0.340], [3.099, -0.651, -4.531], [-2.060, 5.110, 1.014], [2.850, -2.397, 3.625], [-1.360, -1.912, 6.059], [2.163, 2.523, -8.284], [-0.292, 0.401, -4.769], [-1.801, 0.484, -1.248], [-2.449, 1.179, 3.937], [2.016, -2.901, -4.916], [-1.773, 3.446, 7.930], [0.993, -1.221, 2.208], [-2.334, -1.550, 0.072], [1.437, -0.782, -1.729], [-0.746, 0.757, 2.079], [-0.247, 2.198, -1.441], [2.309, -0.664, -0.357], [-2.547, 0.756, 0.047]]}

{"formula": "C11H7FeNO3S", "method": "ωB97M-V with the def2-TZVPD basis set", "de_lowest_ev": 0.844, "fmax_ev_per_a": 5.4, "homo_lumo_gap_ev": [5.9, 5.6], "s2": 6.070, "multiplicity": 5, "symbols": ["O", "C", "Fe", "C", "O", "C", "O", "C", "C", "C", "C", "C", "C", "C", "H", "H", "H", "H", "H", "H", "H", "N", "C", "S"], "positions_angstrom": [[3.047, 2.653, 0.185], [2.204, 1.839, 0.085], [0.958, 0.638, 0.117], [2.235, -0.534, -0.001], [3.073, -1.354, 0.029], [1.084, 0.588, 1.892], [0.889, 0.567, 3.036], [-0.644, -0.890, -0.390], [-1.520, -0.101, 0.344], [-1.548, 1.268, 0.381], [-0.662, 2.120, -0.284], [0.018, 1.895, -1.493], [0.210, 0.680, -2.140], [0.052, -0.579, -1.565], [-0.632, -1.941, -0.098], [-2.177, -0.645, 1.032], [-2.250, 1.729, 1.086], [-0.618, 3.146, 0.094], [0.450, 2.789, -1.969], [0.778, 0.713, -3.094], [0.488, -1.436, -2.100], [-1.752, -3.087, 1.281], [-1.801, -4.246, 1.585], [-1.882, -5.812, 1.985]], "forces_ev_per_a": [[-2.520, -2.542, -0.306], [3.526, 4.051, -0.035], [1.073, -0.108, -1.081], [3.101, -3.719, -0.167], [-2.268, 2.399, -0.142], [-1.927, -0.189, 4.521], [0.900, 0.068, -2.412], [-0.842, -1.450, 0.192], [-0.923, -1.517, 0.588], [-0.978, 1.510, 0.668], [-0.844, 1.204, 0.704], [0.607, 0.632, -0.776], [0.645, 0.381, -2.090], [0.509, -0.707, -0.400], [0.125, 0.493, -0.245], [0.372, 0.254, -0.209], [0.447, -0.112, -0.175], [-0.077, -0.282, -0.224], [-0.154, -0.498, 0.238], [-0.482, 0.015, 0.747], [-0.089, 0.498, 0.293], [-0.286, -2.960, 0.989], [0.066, 2.610, -0.688], [0.017, -0.031, 0.010]]}